16
Properties=species:S:1:pos:R:3 method="wB97M-V/def2-TZVPD" charge=0 total_energy_ha=-288.60837 gap_ev=8.951 e_homo_ev=-8.34 largest_force_ev_per_a=2.70
C 1.9020 -0.3427 0.9128
C 1.3850 0.6110 -0.1067
C -0.1580 0.0097 -1.0494
C -1.6104 -0.6628 -0.8850
C 0.0536 1.1643 0.0297
C -0.7970 0.9900 1.2244
N -1.4410 0.8237 2.1723
H 1.1853 -0.8389 1.5830
H 2.5483 -1.0945 0.4449
H 2.5638 0.2821 1.5331
H 0.2456 -0.9530 -0.8003
H 0.0805 0.3259 -2.0704
H -1.6992 -1.4904 -1.6053
H -1.8006 -1.0900 0.1177
H -2.3430 0.1073 -1.0887
H -0.1151 2.1583 -0.4119


15
Properties=species:S:1:pos:R:3 method="wB97M-V/def2-TZVPD" charge=+1 smiles="C=C[C@@H]([NH3+])[SiH3]" total_energy_ha=-464.20933 gap_ev=10.113 e_homo_ev=-13.76 largest_force_ev_per_a=3.92
C -2.0985 -1.0576 -0.2901
C -1.0970 -0.3095 0.2621
C 0.1787 0.1185 -0.3064
N 0.4014 1.6402 0.0153
Si 1.6812 -0.9696 0.2853
H -3.0512 -1.2104 0.3302
H -2.0653 -1.2561 -1.3170
H -1.2009 0.1282 1.2758
H 0.0266 -0.0158 -1.4526
H -0.0694 2.2893 -0.6097
H 1.3494 2.0308 0.0920
H -0.1271 1.6624 0.9160
H 1.7402 -2.0381 -0.8443
H 2.5129 0.1525 -0.1247
H 1.8191 -1.1647 1.7680


27
Properties=species:S:1:pos:R:3 method="wB97M-V/def2-TZVPD" charge=0 smiles=O[C@@H]1C[C@H]1Nc1cccc2cnccc12 total_energy_ha=-649.06800 gap_ev=8.480 e_homo_ev=-8.30 largest_force_ev_per_a=8.16
O 4.4890 0.5792 0.7178
C 3.2917 -0.2296 0.6176
C 3.4274 -1.3978 -0.2969
C 2.4741 -0.3060 -0.6779
N 1.1254 -0.8006 -0.2183
C 0.1375 0.2034 -0.1863
C 0.3797 1.6108 -0.3853
C -0.6893 2.5114 -0.2229
C -1.9372 2.0737 -0.0290
C -2.2231 0.6700 0.1112
C -3.5870 0.2266 0.2850
N -3.7711 -1.0326 0.2243
C -2.7634 -1.9682 0.2068
C -1.5120 -1.6733 -0.1238
C -1.0644 -0.3024 0.0229
H 4.2520 1.4985 0.7535
H 2.7410 -0.2737 1.6315
H 2.6349 -2.4010 -0.2485
H 4.3237 -1.5321 -0.9450
H 2.7117 0.1916 -1.6870
H 0.8513 -1.5753 -0.7600
H 1.4239 1.7792 -0.2858
H -0.6615 3.6352 -0.4634
H -2.8761 2.7929 0.0710
H -4.4395 1.0291 0.3626
H -3.0892 -3.0050 0.1101
H -0.8688 -2.4514 -0.2520


14
Properties=species:S:1:pos:R:3 method="wB97M-V/def2-TZVPD" charge=+1 total_energy_ha=-394.96919 gap_ev="6.784 / 6.848" spin_multiplicity=3 e_homo_ev="-11.28 / -15.32" largest_force_ev_per_a=6.06
C 0.4455 -0.8343 1.0545
C -1.8434 0.0198 0.0528
C 1.5745 0.1145 0.6816
C 2.1153 0.3215 -0.7460
N -1.0231 0.8337 0.3267
N 0.1178 0.5125 0.9717
N -3.0274 -0.3567 -0.4022
O -0.2351 -1.8268 0.9020
H 2.0975 0.6266 1.5878
H 1.6961 -0.4832 -1.4870
H 3.2634 0.2480 -0.7288
H 1.8098 1.3827 -0.9573
H -3.2265 -0.5547 -1.4298
H -3.7644 -0.0036 0.1742


108
Properties=species:S:1:pos:R:3 method="wB97M-V/def2-TZVPD" charge=+3 total_energy_ha=-3042.58230 gap_ev="7.809 / 4.946" spin_multiplicity=3 e_homo_ev="-15.54 / -15.60" largest_force_ev_per_a=1.57
Au -0.4259 -0.3652 0.1928
C -4.8482 -2.6558 -0.2343
N -4.6511 -1.3137 -0.7282
C -5.8553 -0.7483 -1.3080
C -3.4741 -0.6712 -0.7739
N -2.2942 -1.2843 -0.6111
C -2.0411 -2.5863 -0.9479
C -2.5251 -3.0682 -2.1769
C -2.3051 -4.3723 -2.5769
C -1.5807 -5.2314 -1.7760
C -1.0072 -4.7753 -0.5711
C -0.2318 -5.6584 0.2089
C 0.3197 -5.2454 1.4046
C 0.0645 -3.9688 1.8715
C -0.7317 -3.0640 1.1525
N -0.9834 -1.8260 1.7004
C -1.3375 -1.6993 2.9896
N -1.9184 -2.7130 3.6725
C -2.7285 -3.7568 3.0889
C -1.7034 -2.8969 5.0952
N -1.1588 -0.5385 3.6303
C -0.0966 0.3790 3.3089
C -2.0520 -0.0427 4.6572
C -1.2377 -3.4374 -0.1278
N -3.4758 0.6770 -0.9089
C -4.3945 1.5546 -0.2168
C -2.6754 1.3224 -1.9211
H -5.7770 -2.6852 0.3358
H -4.0324 -2.9559 0.4153
H -4.9277 -3.3715 -1.0572
H -6.2862 -1.4804 -1.9929
H -5.6473 0.1574 -1.8667
H -6.5983 -0.5341 -0.5381
H -3.0543 -2.3833 -2.8250
H -2.7023 -4.7146 -3.5182
H -1.4514 -6.2632 -2.0640
H -0.0644 -6.6638 -0.1448
H 0.9411 -5.9154 1.9795
H 0.5016 -3.6373 2.8006
H -3.0066 -3.5093 2.0686
H -3.6412 -3.8564 3.6816
H -2.2097 -4.7197 3.0955
H -0.9273 -2.2355 5.4628
H -1.3847 -3.9259 5.2626
H -2.6182 -2.7383 5.6674
H 0.6973 -0.1223 2.7649
H 0.3188 0.7659 4.2398
H -0.4692 1.2248 2.7245
H -2.9273 -0.6719 4.7780
H -2.3851 0.9555 4.3628
H -1.5426 0.0421 5.6186
H -4.9478 1.0230 0.5520
H -5.0938 2.0516 -0.8939
H -3.8017 2.3354 0.2676
H -1.9328 0.6349 -2.3151
H -2.1723 2.1991 -1.5151
H -3.3257 1.6498 -2.7381
O 1.6749 0.0881 0.8941
P 2.8150 0.9948 0.5184
C 2.1945 2.5853 -0.1543
P 1.0845 2.2339 -1.5850
O 0.2776 0.9754 -1.3935
C 2.0665 2.1192 -3.0897
C 2.9637 3.1331 -3.4211
C 3.6762 3.0526 -4.6033
C 3.4937 1.9736 -5.4579
C 2.5734 0.9842 -5.1422
C 1.8568 1.0557 -3.9609
C -0.0200 3.6715 -1.6381
C -0.7459 3.9518 -0.4817
C -1.6140 5.0268 -0.4570
C -1.7770 5.8030 -1.5959
C -1.0807 5.5046 -2.7546
C -0.1948 4.4394 -2.7801
C 3.9022 0.3538 -0.7575
C 3.6363 -0.8778 -1.3420
C 4.4459 -1.3290 -2.3693
C 5.5132 -0.5555 -2.8012
C 5.7924 0.6641 -2.1974
C 4.9882 1.1228 -1.1723
C 3.7259 1.4074 2.0315
C 3.1237 2.2323 2.9750
C 3.8114 2.5643 4.1276
C 5.0840 2.0571 4.3440
C 5.6744 1.2233 3.4083
C 4.9980 0.8946 2.2443
H 3.0255 3.2177 -0.4638
H 1.6270 3.1035 0.6213
H 3.0871 3.9876 -2.7700
H 4.3678 3.8387 -4.8620
H 4.0662 1.9041 -6.3705
H 2.4091 0.1631 -5.8220
H 1.1332 0.2958 -3.7047
H -0.6290 3.3128 0.3878
H -2.1514 5.2743 0.4467
H -2.4614 6.6354 -1.5774
H -1.2201 6.1102 -3.6350
H 0.3553 4.1965 -3.6762
H 2.7990 -1.4632 -0.9885
H 4.2466 -2.2846 -2.8295
H 6.1369 -0.9079 -3.6087
H 6.6364 1.2516 -2.5226
H 5.2052 2.0635 -0.6850
H 2.1313 2.6252 2.8050
H 3.3621 3.2285 4.8482
H 5.6234 2.3271 5.2394
H 6.6682 0.8379 3.5763
H 5.4598 0.2628 1.4996


9
Properties=species:S:1:pos:R:3 method="wB97M-V/def2-TZVPD" charge=0 total_energy_ha=-1132.66391 gap_ev="7.685 / 7.687" e_homo_ev="-9.42 / -9.42" largest_force_ev_per_a=3.88
N -1.7409 0.6345 -0.1935
N 1.5280 0.6406 0.1474
O -0.3506 -1.1253 0.9336
O -2.8248 -1.5700 0.6577
O 0.7207 0.2400 -2.1095
S -1.6356 -0.6844 0.4338
S 0.5979 1.1490 -1.0568
H 2.0058 -0.3288 0.1027
H 1.6995 1.0444 1.0845


14
Properties=species:S:1:pos:R:3 method="wB97M-V/def2-TZVPD" charge=+1 total_energy_ha=-646.93191 gap_ev="7.793 / 7.757" e_homo_ev="-12.99 / -12.98" largest_force_ev_per_a=3.75
C -1.3873 0.3302 0.1478
C -0.7676 -1.0307 0.4561
C 0.7156 0.0598 -0.8184
N -0.1656 1.1013 -0.2450
O 0.2123 -1.1452 -0.5640
S 3.0810 0.0979 0.2871
H -2.0460 0.2459 -0.7206
H -1.9235 0.7865 0.9755
H -0.2917 -1.0512 1.4442
H -1.4513 -1.8744 0.3639
H 1.1226 0.2046 -1.8072
H -0.3693 1.8487 -0.9194
H 0.2832 1.5374 0.5752
H 2.9876 -1.1107 0.8249


59
Properties=species:S:1:pos:R:3 method="wB97M-V/def2-TZVPD" charge=+1 total_energy_ha=-1230.23434 gap_ev="11.273 / 5.014" spin_multiplicity=2 e_homo_ev="-13.86 / -13.86" largest_force_ev_per_a=9.82
C 0.6718 0.3114 -0.4267
C -0.5391 -0.7771 -0.4730
C -0.7669 -1.4364 0.8447
C -0.0059 -2.9510 0.8045
C 1.1358 -3.0017 1.7931
C -1.1957 -3.8131 1.2218
H 1.5828 -0.0785 -0.2905
H 0.7186 1.0546 -1.3079
H 0.4922 0.9226 0.4693
H -0.2226 -1.4279 -1.3931
H -1.5119 -0.3973 -0.8129
H -1.8286 -1.5542 1.1077
H -0.5132 -0.7954 1.6675
H 0.1968 -3.2520 -0.2421
H 1.8085 -2.2761 1.6276
H 1.6846 -3.9630 1.6185
H 0.8127 -2.8688 2.9312
H -2.0270 -3.5164 0.6625
H -0.7980 -4.7882 0.9513
H -1.4775 -3.8671 2.2964
H 1.5552 -1.5833 -3.1655
H 0.8431 -2.8360 -2.6181
O 1.6899 -2.4191 -2.6747
H -2.9307 1.1245 -1.6836
H -3.5036 0.4910 -2.8270
O -2.6703 0.4336 -2.3645
H -1.6514 0.4829 -4.3866
H -1.2541 1.2868 -3.2461
O -0.9148 1.1281 -4.1609
H 2.3127 -0.5256 1.8378
H 2.0255 0.9913 2.1848
O 2.0001 0.0087 2.5352
H 0.3910 0.0150 4.4906
H -0.8507 -0.8249 4.4064
O -0.5287 0.0963 4.5240
H -1.4737 4.4452 -0.8555
H -0.9959 4.1715 -2.1808
O -0.9914 3.7581 -1.4430
H 2.3717 3.9642 0.2290
H 1.2231 3.1333 -0.4099
O 1.4667 3.7447 0.3125
H 0.2138 0.0186 -3.9433
H 1.8030 0.0560 -3.9927
O 1.0754 -0.4501 -4.3013
H -3.0671 2.0509 2.6929
H -2.4556 0.8936 3.6380
O -3.2398 1.1124 3.0308
H -0.4615 2.3697 1.2417
H -1.3924 1.1600 1.3822
O -1.3234 2.0280 1.0756
H -3.6240 1.7357 0.1817
H -2.8872 2.7896 -0.7873
O -3.6687 2.2598 -0.6711
H 4.1217 1.5510 1.0844
H 4.0290 1.3286 -0.4029
O 4.1404 2.0571 0.2781
H 2.8612 -1.2765 -1.0915
H 4.1533 -1.0592 -0.6656
O 3.3911 -1.2360 -0.3039


12
Properties=species:S:1:pos:R:3 method="wB97M-V/def2-TZVPD" charge=0 smiles="O=C1C=CNN=CO1" total_energy_ha=-414.67198 gap_ev=9.687 e_homo_ev=-9.29 largest_force_ev_per_a=5.16
O -2.5141 -0.7189 -1.0671
C -1.4886 -0.6124 -0.5189
C -0.1367 -0.5841 -1.2187
C 1.0618 -0.2187 -0.5469
N 1.4309 0.1816 0.7671
N 0.4931 0.9820 1.3781
C -0.7033 0.6254 1.3867
O -1.0402 -0.7907 0.9291
H 0.1094 -0.6258 -2.3071
H 1.9164 -0.5223 -1.1292
H 2.4120 0.7760 0.5860
H -1.5407 1.5079 1.7408


94
Properties=species:S:1:pos:R:3 method="wB97M-V/def2-TZVPD" charge=0 total_energy_ha=-2977.48038 gap_ev="6.077 / 5.528" spin_multiplicity=4 e_homo_ev="-6.09 / -6.09" largest_force_ev_per_a=6.45
Re -0.0903 -0.0769 -0.0726
C -1.7366 -1.1146 1.0855
C -2.2460 -0.0440 0.3090
C -1.8885 -0.3145 -1.0865
Si -3.4167 1.2109 1.1302
C -1.1242 -1.5440 -1.1106
C -1.0106 -2.0209 0.2712
Si -0.3711 -3.6355 1.0419
H -1.9787 -1.2865 2.1270
H -2.3248 0.1732 -1.9192
H -0.8899 -2.1239 -1.9653
Cl 3.3768 2.2013 -3.4458
C -1.0794 -4.0295 2.7429
C -0.5802 -5.1517 -0.0363
C -4.0401 0.6959 2.8351
C -4.8982 1.6999 0.0981
H -1.5706 -5.5840 0.1591
H 0.1632 -5.9238 0.2026
H -0.5137 -4.9322 -1.1055
H -0.8855 -3.2089 3.4451
H -0.6346 -4.9454 3.1569
H -2.1648 -4.1839 2.6806
H -5.7012 0.9701 0.2657
H -4.6868 1.7268 -0.9743
H -5.2881 2.6828 0.3941
H -4.6516 -0.2137 2.7639
H -4.6628 1.4816 3.2862
H -3.2023 0.4952 3.5154
C 1.4287 -3.0973 1.2444
C -2.1434 2.5912 1.3437
P 1.9006 -1.9173 -0.0549
H 2.0818 -3.9813 1.2184
H 1.5245 -2.5867 2.2174
P -0.8916 2.5343 0.0311
H -1.6555 2.4515 2.3223
H -2.6633 3.5589 1.3293
C 0.1199 4.0591 0.3250
C -1.9221 3.0925 -1.4768
C 1.9257 -3.0522 -1.5996
C 3.7283 -1.6859 0.1848
C 4.0418 -0.3891 0.8550
H 4.1123 -1.6260 -0.8403
C 4.4656 -2.7018 1.0573
H 4.0934 -2.6851 2.0942
H 5.5155 -2.3714 1.0843
H 4.4331 -3.7237 0.6769
H 3.6601 0.4368 0.2619
H 5.1174 -0.1786 0.9574
H 3.6471 -0.4223 1.8746
H 0.8959 -3.4595 -1.6720
C 2.9161 -4.2341 -1.4919
C 2.2212 -2.2023 -2.8576
H 2.7785 -4.8484 -0.5830
H 3.9635 -3.8795 -1.5435
H 2.7249 -4.8829 -2.3663
H 1.3984 -1.5077 -3.0905
H 2.3549 -2.8913 -3.7099
H 3.1435 -1.6043 -2.7370
H -2.7328 2.3412 -1.5535
C -1.0608 3.0263 -2.7582
C -2.5694 4.4885 -1.3331
H -3.1778 4.6084 -0.4191
H -3.2462 4.6183 -2.1974
H -1.8054 5.2868 -1.3755
H -0.7828 1.9937 -3.0209
H -0.1299 3.6109 -2.6477
H -1.6464 3.4526 -3.5914
C 1.4382 3.7363 0.9551
C -0.4680 5.1602 1.2164
H 0.3282 4.4248 -0.6966
H -0.6233 4.8193 2.2519
H -1.4064 5.5626 0.8334
H 0.2690 5.9798 1.2495
H 1.3332 3.3436 1.9890
H 2.1260 4.5761 1.0553
H 1.9534 2.9730 0.3615
C 1.0482 0.6767 -1.5800
H 0.7961 0.5392 -2.6354
H 1.1607 1.7535 -1.4485
H 2.0719 0.3164 -1.4756
C 1.0720 1.1962 3.3076
C 2.2165 1.3804 2.3476
C 4.1398 2.7381 0.5551
C 3.4647 1.8678 2.8334
O 2.0712 1.1107 1.1119
H 1.1765 1.8710 4.1547
H 1.3229 0.1698 3.6869
H 0.0238 1.1954 2.9192
H 4.1492 3.6725 1.1417
H 4.9990 2.0570 0.6338
H 3.7189 2.7714 -0.4511
H 3.4504 1.3127 3.7671
H 3.5251 2.9249 3.0388
H 4.3618 1.5279 2.2825


23
Properties=species:S:1:pos:R:3 method="wB97M-V/def2-TZVPD" charge=0 total_energy_ha=-1381.01104 gap_ev=6.532 e_homo_ev=-7.63 largest_force_ev_per_a=1.32
N 0.4410 3.6408 -0.5874
P 1.5039 2.3476 -0.9327
O 2.7569 2.5475 0.0823
C 0.6689 0.9109 -0.0764
N 1.2104 0.1785 0.8969
C 0.3082 -0.8041 1.2858
P 0.8368 -1.9138 2.5965
O 2.3173 -1.8855 2.6551
C -0.7973 -0.6427 0.5248
N -0.5445 0.4083 -0.3108
H -0.0022 3.5413 0.3257
H -0.3285 3.5886 -1.2544
H 2.4966 2.5906 1.0144
H 2.1307 0.2868 1.3062
H 0.2992 -3.1757 2.3127
H 0.2391 -1.4189 3.7664
H -1.7154 -1.2161 0.5285
H -1.2060 0.7593 -0.9944
C -2.5661 -1.9351 -2.6953
O -2.6436 -1.7382 -1.4434
O -1.2179 -2.0665 -3.1499
O -3.4351 -2.0168 -3.5402
H -0.7525 -1.9866 -2.3105


24
Properties=species:S:1:pos:R:3 method="wB97M-V/def2-TZVPD" charge=0 smiles=Cc1ccc(O)cc1.CC total_energy_ha=-426.49576 gap_ev=9.375 e_homo_ev=-8.56 largest_force_ev_per_a=4.12
C 2.3091 -0.6444 1.9574
C 0.9542 -0.8312 1.5078
C -0.1462 0.0055 1.8048
C -1.3331 -0.1070 1.1058
C -1.3639 -1.1276 0.1039
O -2.5180 -1.4693 -0.5719
C -0.2902 -1.9097 -0.2065
C 0.8285 -1.8492 0.6103
H 3.0160 -1.4267 1.6155
H 2.3506 -0.3324 3.0162
H 2.6759 0.1338 1.2296
H -0.0023 0.7415 2.6518
H -2.2280 0.4917 1.2675
H -2.6493 -0.7005 -1.2795
H -0.5564 -2.7390 -0.8171
H 1.5705 -2.6896 0.5698
C -0.8313 2.2183 -1.5856
C 0.1544 1.2160 -2.1582
H -1.9521 2.0986 -1.7312
H -0.8189 2.3561 -0.4963
H -0.6059 3.3540 -1.7748
H 1.1850 1.6931 -1.9567
H -0.0005 1.1628 -3.3478
H 0.2522 0.3550 -1.5146


64
Properties=species:S:1:pos:R:3 method="wB97M-V/def2-TZVPD" charge=+1 total_energy_ha=-3576.95368 gap_ev=6.214 e_homo_ev=-10.91 largest_force_ev_per_a=1.99
S -4.2627 2.9831 -5.6000
C -3.6639 1.3047 -5.5798
C -4.1369 0.4093 -4.6594
C -3.6264 -0.8900 -4.6799
C -4.1271 -1.8550 -3.6187
C -3.2477 -1.6348 -2.3380
C -2.1273 -2.6818 -2.1167
Cl -0.5905 -1.7842 -1.7980
C -2.6761 -1.2604 -5.6457
I -1.8361 -3.1924 -5.8219
C -2.2421 -0.3267 -6.5382
N -2.7231 0.9255 -6.4836
Cl -2.0893 2.0450 -7.6019
H -4.5499 3.0990 -6.9196
H -4.8823 0.7158 -3.9335
H -5.1590 -1.6049 -3.3499
H -4.1213 -2.8839 -3.9915
H -2.7747 -0.6459 -2.3891
H -3.9144 -1.5908 -1.4697
H -2.3764 -3.2406 -1.2110
H -1.9564 -3.3472 -2.9584
H -1.4877 -0.5611 -7.2836
C 4.3851 -3.3872 -1.7887
C 3.0936 -3.2357 -1.4714
C 2.4540 -4.0414 -0.3757
O 1.2798 -3.8503 -0.1164
C 3.2718 -5.0206 0.3239
C 4.5635 -5.1738 0.0035
C 5.2097 -4.3515 -1.0719
O 6.3897 -4.5217 -1.3068
O 5.3464 -6.0582 0.6160
O 2.3071 -2.3624 -2.1092
H 4.8581 -2.8128 -2.5728
H 2.7959 -5.6056 1.0982
H 6.2264 -5.9681 0.2024
H 1.4136 -2.4306 -1.7020
C -1.3506 2.5663 1.5989
C -1.7956 2.7137 2.8570
C -2.0024 1.5306 3.7601
O -2.3869 1.7245 4.8973
C -1.7329 0.2031 3.2260
C -1.2927 0.0587 1.9697
C -1.0601 1.2434 1.0755
O -0.6425 1.0502 -0.0543
O -1.0364 -1.1404 1.4436
O -2.0727 3.9007 3.3722
H -1.1951 3.4091 0.9402
H -1.9011 -0.6413 3.8798
H -0.7267 -0.9795 0.5298
H -2.3677 3.7351 4.2885
C 2.0650 5.2228 4.7195
C 3.3952 5.0668 4.7464
C 4.0286 3.7820 5.1962
O 5.2407 3.6937 5.1804
C 3.1549 2.7017 5.6348
C 1.8262 2.8601 5.6110
C 1.1945 4.1353 5.1357
O -0.0208 4.2090 5.1195
O 0.9879 1.8990 6.0054
O 4.2312 6.0341 4.3770
H 1.5970 6.1418 4.3955
H 3.6223 1.7876 5.9728
H 0.0880 2.2618 5.8920
H 5.1294 5.6671 4.4884


12
Properties=species:S:1:pos:R:3 method="wB97M-V/def2-TZVPD" charge=0 total_energy_ha=-269.14752 gap_ev="7.554 / 7.553" e_homo_ev="-7.57 / -7.57" largest_force_ev_per_a=0.39
O -1.3631 -1.0581 -0.4672
C -0.6909 -0.6336 0.5420
C -0.4099 0.8924 0.4439
C 0.2692 0.8651 -0.9277
C 1.2447 -0.0874 -0.6854
C 1.4572 -1.0887 0.0442
H -0.7882 -1.2226 1.4520
H 0.2224 1.2211 1.2770
H -1.3638 1.4394 0.4790
H -0.9627 -0.3861 -1.1920
H 0.2483 1.6353 -1.6844
H 2.1368 -1.5769 0.7186


no.,molecular weight (g mol⁻¹)
1,95.145
2,88.206
3,200.241
4,112.112
5,967.866
6,142.161
7,106.170
8,320.373
9,112.088
10,751.559
11,241.080
12,138.210
13,769.326
14,82.102